{"formula": "C67H64N8O8TeW", "method": "ωB97M-V with the def2-TZVPD basis set", "elements": ["W", "O", "C", "C", "C", "C", "C", "C", "C", "O", "N", "N", "C", "C", "C", "C", "C", "C", "C", "O", "H", "H", "H", "H", "H", "H", "H", "H", "H", "H", "C", "O", "C", "C", "C", "C", "C", "C", "N", "N", "C", "C", "C", "C", "O", "C", "N", "C", "C", "C", "C", "H", "H", "H", "H", "H", "H", "H", "H", "H", "H", "H", "H", "C", "C", "C", "O", "H", "H", "H", "H", "H", "H", "H", "C", "N", "N", "C", "O", "C", "C", "C", "C", "C", "C", "C", "C", "C", "H", "H", "H", "H", "H", "H", "H", "H", "H", "H", "H", "H", "C", "C", "C", "C", "C", "C", "Te", "N", "C", "O", "C", "C", "C", "C", "C", "C", "C", "C", "C", "C", "C", "C", "C", "C", "C", "C", "H", "H", "H", "H", "H", "H", "H", "H", "H", "H", "H", "H", "H", "H", "H", "H", "H", "H", "H", "H", "H", "H", "H"], "coordinates": [[-0.9705, 0.0132, 0.0998], [1.4943, 0.5799, -4.2973], [1.6204, -0.7462, -4.4951], [2.4535, -1.1115, -5.5578], [2.6766, -2.4318, -5.8800], [2.0426, -3.4338, -5.1502], [1.2415, -3.0902, -4.0805], [1.0376, -1.7532, -3.7008], [0.2744, -1.5494, -2.4455], [-0.0662, -0.2874, -1.9837], [0.0296, -2.4901, -1.6484], [-0.6162, -2.1853, -0.5052], [-0.9839, -3.3524, 0.1249], [-1.7495, -3.4670, 1.2840], [-2.1481, -4.7235, 1.8076], [-2.9538, -4.8055, 2.9288], [-3.3791, -3.6398, 3.5702], [-2.9777, -2.3908, 3.0779], [-2.1794, -2.3043, 1.9542], [-1.8226, -1.1195, 1.4739], [0.6702, 0.8136, -3.7962], [2.9162, -0.3093, -6.1209], [3.3332, -2.6843, -6.7047], [2.1756, -4.4766, -5.4128], [0.7537, -3.8484, -3.4825], [-0.6776, -4.2570, -0.3840], [-1.8265, -5.6226, 1.2911], [-3.2610, -5.7738, 3.3068], [-4.0105, -3.6986, 4.4481], [-3.2992, -1.4715, 3.5574], [4.3902, -3.2139, 9.0764], [3.2083, -3.1240, 8.3114], [2.7106, -1.8702, 8.0835], [3.2670, -0.7027, 8.5790], [2.6791, 0.5265, 8.2753], [1.5656, 0.6172, 7.4553], [0.9965, -0.5805, 6.9897], [1.5584, -1.8005, 7.3011], [0.9860, 1.9059, 7.2730], [0.3085, 2.2072, 6.2294], [0.4404, 1.5792, 5.0155], [1.6244, 0.9659, 4.5374], [1.7091, 0.4335, 3.2710], [0.6107, 0.4805, 2.4053], [0.6225, -0.0617, 1.1876], [-0.5583, 1.1275, 2.8141], [-1.5737, 1.1762, 1.9146], [-2.7548, 1.6308, 2.2948], [-2.9746, 2.1589, 3.5539], [-1.9274, 2.1953, 4.4701], [-0.6852, 1.6704, 4.1189], [4.6673, -4.2648, 9.0861], [4.2291, -2.8783, 10.1055], [5.2021, -2.6315, 8.6330], [4.1569, -0.7230, 9.1938], [3.1135, 1.4444, 8.6552], [0.0987, -0.5460, 6.3875], [1.1299, -2.7236, 6.9290], [2.4926, 0.9438, 5.1810], [2.6180, -0.0515, 2.9355], [-3.5420, 1.5911, 1.5504], [-3.9543, 2.5378, 3.8126], [-2.0602, 2.6175, 5.4574], [-0.7779, 3.8028, -1.7700], [-0.5333, 3.2122, -0.3850], [-1.3831, 3.9410, 0.6451], [-0.7209, 1.8106, -0.3890], [-0.4810, 3.0969, -2.5463], [-0.2146, 4.7326, -1.8723], [-1.8372, 4.0418, -1.9089], [0.5122, 3.3998, -0.1193], [-2.4334, 3.6652, 0.5309], [-1.2805, 5.0154, 0.4722], [-1.0671, 3.7322, 1.6666], [-7.0302, 0.9485, -1.9950], [-5.6464, 0.7134, -2.4342], [-4.9000, -0.0543, -1.5474], [-3.7067, 0.5392, -1.3445], [-2.7757, 0.0027, -0.7255], [-3.7083, 1.7609, -2.0720], [-4.8882, 1.8307, -2.7094], [-5.3712, 2.8476, -3.6803], [-5.2884, -1.3958, -1.2327], [-4.8524, -1.9600, -0.0458], [-5.2471, -3.2478, 0.2871], [-6.0714, -3.9680, -0.5674], [-6.4872, -3.3971, -1.7623], [-6.1001, -2.1078, -2.0990], [-7.5228, -0.0030, -1.8210], [-7.5527, 1.4799, -2.7870], [-7.0562, 1.5401, -1.0763], [-2.8554, 2.4061, -2.1609], [-4.5106, 3.2811, -4.1874], [-5.9280, 3.6481, -3.1875], [-6.0163, 2.3870, -4.4286], [-4.2009, -1.4017, 0.6086], [-4.9048, -3.6788, 1.2217], [-6.3772, -4.9738, -0.3078], [-7.1020, -3.9627, -2.4519], [-6.3797, -1.6752, -3.0521], [6.7332, 5.9441, 0.2411], [5.6963, 4.9120, -0.1295], [4.7253, 5.1750, -1.0755], [3.7672, 4.2229, -1.4407], [2.8043, 4.6149, -2.5411], [3.7582, 2.9769, -0.8045], [2.2388, 1.5232, -1.2284], [-0.7786, 0.6945, -2.9126], [-1.6714, 0.2190, -3.8215], [-2.2215, 1.0740, -4.5340], [-2.0150, -1.2247, -4.1163], [-1.9339, -1.6049, -5.4579], [-2.3340, -2.8692, -5.8573], [-2.8313, -3.7702, -4.9182], [-2.9200, -3.3948, -3.5875], [-2.5168, -2.1251, -3.1899], [3.7125, 0.2235, -2.0523], [4.5420, 0.7514, -3.0451], [5.4785, -0.0368, -3.6888], [5.5925, -1.3816, -3.3489], [4.7797, -1.9057, -2.3606], [3.8339, -1.1184, -1.6913], [3.0462, -1.7621, -0.5765], [4.7465, 2.6943, 0.1660], [4.8092, 1.3685, 0.8823], [5.6995, 3.6548, 0.4718], [6.4722, 6.9245, -0.1593], [7.7116, 5.6627, -0.1580], [6.8306, 6.0276, 1.3253], [4.7028, 6.1503, -1.5563], [3.3615, 4.8685, -3.4474], [2.2297, 5.5002, -2.2553], [2.1170, 3.8088, -2.7822], [-1.5523, -0.8911, -6.1778], [-2.2635, -3.1509, -6.9014], [-3.1513, -4.7581, -5.2279], [-3.3011, -4.0870, -2.8454], [-2.5942, -1.8537, -2.1498], [4.4416, 1.7985, -3.3112], [6.1127, 0.3920, -4.4567], [6.3212, -2.0136, -3.8431], [4.8679, -2.9516, -2.0872], [2.6553, -2.7288, -0.8980], [2.2141, -1.1558, -0.2360], [3.7020, -1.9363, 0.2821], [3.8261, 1.0994, 1.2680], [5.5226, 1.4047, 1.7067], [5.1135, 0.5795, 0.1900], [6.4632, 3.4245, 1.2092]], "forces_ev_per_a": [[1.0, -1.1, 1.9], [0.1, 0.0, -0.2], [0.0, 0.0, 0.1], [0.0, 0.0, -0.1], [0.0, 0.0, 0.0], [-0.1, -0.1, 0.1], [0.0, 0.1, 0.0], [-0.1, 0.1, 0.1], [0.7, 0.5, -0.5], [-1.2, 0.8, -0.3], [0.1, -0.8, 0.3], [-0.2, 0.4, 0.1], [0.0, 0.2, -0.1], [0.1, -0.3, -0.1], [-0.1, 0.0, 0.0], [0.0, 0.1, 0.0], [0.0, 0.0, 0.0], [-0.2, 0.0, 0.1], [0.0, 0.1, 0.0], [-0.4, 0.1, 0.0], [0.0, 0.0, 0.0], [0.0, 0.0, 0.1], [0.0, 0.0, 0.0], [0.0, 0.0, 0.0], [0.0, 0.0, 0.0], [0.1, 0.0, -0.1], [0.0, 0.0, 0.0], [0.0, 0.0, 0.0], [0.0, 0.0, 0.0], [0.1, 0.0, 0.0], [-0.1, 0.0, 0.0], [0.1, -0.1, 0.0], [0.0, 0.1, 0.0], [0.0, 0.2, 0.0], [0.2, 0.0, -0.1], [0.0, 0.1, -0.2], [-0.1, -0.1, 0.1], [-0.1, 0.0, -0.1], [-0.4, -0.1, -0.1], [0.3, 0.0, 0.2], [0.0, -0.1, -0.2], [-0.1, 0.1, 0.0], [0.1, -0.1, 0.1], [0.3, -0.1, -0.2], [0.3, 0.0, 0.1], [-0.2, 0.3, 0.2], [0.5, -0.4, 0.0], [-0.3, 0.1, -0.3], [0.1, 0.1, 0.1], [-0.2, 0.1, -0.1], [0.3, 0.0, 0.2], [0.0, 0.0, 0.0], [0.0, 0.0, 0.0], [0.0, 0.0, 0.0], [0.0, 0.0, 0.0], [0.0, 0.0, 0.0], [0.0, 0.0, 0.0], [0.0, 0.0, 0.0], [0.0, 0.0, 0.0], [0.0, 0.1, 0.0], [-0.1, 0.0, 0.0], [0.0, 0.0, 0.0], [0.0, -0.1, 0.0], [-0.1, -0.2, -0.1], [0.1, 0.1, 0.1], [0.1, -0.1, 0.1], [-0.3, 0.3, -0.6], [0.1, 0.1, 0.0], [0.0, 0.0, 0.0], [0.1, 0.0, 0.0], [0.2, -0.1, 0.0], [0.0, 0.1, 0.0], [0.0, 0.0, 0.0], [-0.1, 0.0, 0.0], [0.1, 0.0, -0.1], [-0.6, -0.2, 0.2], [-0.5, -0.5, 0.1], [0.1, 0.7, -0.7], [-1.1, -0.7, -0.2], [0.2, 0.2, 0.2], [0.1, 0.1, -0.4], [-0.1, 0.1, 0.0], [0.1, 0.3, 0.0], [0.0, 0.0, 0.2], [0.0, 0.0, 0.0], [0.0, 0.0, 0.0], [0.0, 0.0, 0.0], [0.0, -0.1, -0.3], [0.0, 0.0, 0.0], [0.0, 0.0, 0.0], [0.0, 0.0, 0.0], [0.0, -0.1, -0.1], [0.0, 0.0, 0.0], [0.0, 0.0, 0.0], [0.0, 0.0, 0.0], [0.0, 0.0, 0.1], [0.0, 0.0, -0.1], [0.0, 0.0, 0.0], [0.0, 0.0, 0.0], [0.0, 0.0, 0.0], [-0.1, -0.1, 0.0], [0.0, 0.0, 0.1], [0.0, 0.0, 0.0], [-0.1, 0.0, -0.1], [0.1, 0.0, 0.1], [0.0, 0.1, 0.1], [1.2, 0.3, 0.0], [-0.1, -0.1, -0.4], [0.3, -0.2, 0.2], [0.1, 0.0, 0.1], [-0.1, 0.1, -0.1], [0.0, 0.0, 0.0], [0.0, 0.0, 0.1], [0.0, 0.1, 0.0], [0.0, 0.0, 0.0], [-0.1, 0.0, 0.0], [-0.1, -0.1, -0.2], [-0.1, 0.0, 0.0], [0.1, 0.0, 0.0], [0.0, 0.0, 0.1], [0.0, 0.1, 0.0], [0.0, -0.1, 0.1], [0.1, -0.1, -0.2], [0.0, -0.1, 0.0], [0.0, 0.1, -0.1], [0.0, 0.1, -0.1], [0.0, 0.0, 0.0], [0.0, 0.0, 0.0], [0.0, 0.0, 0.0], [0.0, -0.1, 0.0], [0.0, 0.0, 0.0], [0.0, 0.0, 0.0], [0.0, 0.0, 0.0], [0.0, 0.0, 0.0], [0.0, 0.0, 0.0], [0.0, 0.0, 0.0], [0.0, 0.0, 0.0], [0.1, 0.0, 0.2], [0.0, -0.1, 0.0], [0.0, 0.0, 0.0], [0.0, 0.0, 0.0], [0.0, 0.0, 0.0], [0.0, 0.0, 0.0], [0.0, 0.0, 0.1], [0.0, 0.0, 0.0], [0.0, 0.0, 0.0], [0.0, 0.0, 0.0], [0.0, 0.0, 0.0], [0.0, 0.0, 0.0]], "gap_ev": [4.49, 6.28], "lumo_ev": [1.8, 1.7], "spin_multiplicity": 4, "energy_ha": -3966.5631, "charge": -1, "de_lowest_kcal_mol": 11.6}